Record 1
This record from the Open Molecules 2025 dataset describes a structure of composition C4H3O3 in a non-equilibrium geometry. The level of theory is the ωB97M-V functional and the def2-TZVPD basis.

Structure (XYZ):
```
10
Properties=species:S:1:pos:R:3:mulliken_spin:R:1
C 0.940 0.743 0.921 -0.092
C -0.291 0.069 1.332 0.384
C 0.846 0.097 -0.363 0.489
C -0.617 -0.427 -0.108 0.246
O -0.910 -0.175 2.384 0.377
O 1.550 -0.019 -1.360 0.535
O -1.637 0.268 -0.836 0.057
H 1.721 1.320 1.531 0.008
H -0.701 -1.555 -0.355 -0.005
H -1.277 1.205 -0.992 0.002
```

Computed properties:
- HOMO energy (alpha / beta) (eV) = 0.68 / -3.64
- lowest unoccupied orbital energy (alpha / beta) (eV) = 4.1544 / 2.3348
- gap between HOMO and LUMO (alpha / beta) (hartree) = 0.128 / 0.220
- ⟨S²⟩ = 2.04
- multiplicity = 3
- charge = -1

Record 2
This record from the Open Molecules 2025 dataset describes a structure of composition C2H4N4 in a non-equilibrium geometry. The level of theory is the ωB97M-V functional and the def2-TZVPD basis.

Structure (XYZ):
```
10
Properties=species:S:1:pos:R:3:nbo_charge:R:1
C -1.655 -0.047 0.003 -0.492
N -0.208 0.101 0.125 0.010
N 0.702 0.707 0.839 -0.228
C 1.818 0.260 0.253 0.093
N 1.593 -0.578 -0.769 -0.237
N 0.318 -0.656 -0.823 -0.097
H -2.075 -0.433 0.954 0.212
H -1.181 -0.831 -0.984 0.319
H -2.125 0.947 -0.147 0.212
H 2.813 0.529 0.550 0.208
```

Computed properties:
- HOMO energy (eV) = -10.79
- lowest unoccupied orbital energy (eV) = 1.0748
- gap between HOMO and LUMO (hartree) = 0.436

Record 3
This record from the Open Molecules 2025 dataset describes a structure of composition C52H75F2N11O5S2 in a non-equilibrium geometry. The level of theory is the ωB97M-V functional and the def2-TZVPD basis.

Structure (XYZ):
```
147
Properties=species:S:1:pos:R:3:mulliken_charge:R:1
C -0.061 -5.801 0.193 -0.672
O 0.094 -5.384 -1.147 -0.496
C 0.585 -4.046 -1.246 -0.572
C -0.553 -3.024 -1.076 -0.300
C -0.532 -1.915 -2.163 -0.806
C -0.065 -0.531 -1.626 -0.588
C -0.953 0.631 -2.114 -1.438
C -1.597 1.544 -1.035 -0.550
C -1.706 1.006 0.387 -0.486
C -2.705 -0.148 0.664 -1.126
C -3.473 -0.749 -0.526 1.188
C -5.023 -0.672 -0.378 -0.771
C -5.703 -2.052 -0.358 -1.091
N -6.351 -2.382 -1.670 0.112
S -7.941 -2.895 -1.517 0.958
O -8.090 -3.871 -0.505 -0.521
O -8.395 -3.195 -2.825 -0.556
F -8.606 -1.585 -1.057 -0.074
S -5.442 -3.453 -2.589 0.914
O -5.802 -4.800 -2.351 -0.564
O -4.081 -3.092 -2.430 -0.411
F -5.880 -3.032 -3.994 -0.169
H -0.095 -4.972 0.906 0.271
H 0.749 -6.469 0.495 0.267
H -1.009 -6.334 0.291 0.288
H 1.070 -3.974 -2.216 0.407
H 1.343 -3.920 -0.466 0.290
H -1.498 -3.560 -1.146 0.175
H -0.488 -2.542 -0.100 0.199
H -1.536 -1.855 -2.582 0.218
H 0.126 -2.196 -2.984 0.706
H 0.923 -0.381 -2.065 0.493
H 0.086 -0.572 -0.550 0.437
H -0.356 1.271 -2.764 0.502
H -1.742 0.251 -2.761 0.735
H -2.586 1.849 -1.385 0.204
H -1.023 2.474 -0.987 0.313
H -0.730 0.703 0.770 0.190
H -1.989 1.849 1.024 0.404
H -2.170 -0.953 1.169 0.325
H -3.431 0.197 1.402 0.502
H -3.229 -0.353 -1.504 0.004
H -3.246 -1.813 -0.567 -0.661
H -5.413 -0.170 -1.262 0.184
H -5.322 -0.101 0.498 0.416
H -5.054 -2.847 0.002 0.572
H -6.521 -1.993 0.362 0.558
N -0.373 4.282 2.015 0.205
C -0.265 4.662 3.329 -0.682
C -0.857 5.887 3.461 -0.360
C -1.346 6.262 2.179 -0.673
C -1.036 5.253 1.310 -0.477
H -0.027 3.424 1.628 0.076
H 0.223 4.029 4.051 0.540
H -0.932 6.452 4.375 0.514
H -1.867 7.170 1.926 0.416
H -1.226 5.140 0.256 0.393
N -0.595 3.829 7.641 -0.002
C -1.566 4.230 6.763 -0.552
C -1.944 5.499 7.107 -0.399
C -1.168 5.882 8.235 -0.455
C -0.344 4.831 8.539 -0.505
H -0.138 2.937 7.629 0.205
H -1.902 3.580 5.973 0.472
H -2.693 6.090 6.606 0.467
H -1.210 6.820 8.761 0.391
H 0.394 4.711 9.312 0.386
N -7.905 3.763 0.652 0.037
C -8.409 2.580 1.133 -0.958
C -8.275 1.639 0.148 -0.017
C -7.662 2.275 -0.966 -0.224
C -7.444 3.582 -0.623 -0.944
H -7.875 4.629 1.159 0.185
H -8.819 2.513 2.127 0.412
H -8.581 0.609 0.218 0.567
H -7.409 1.824 -1.911 0.519
H -7.005 4.396 -1.173 0.417
N 2.832 3.145 1.107 0.139
C 3.992 3.417 1.778 -0.322
C 5.017 2.809 1.105 -0.632
C 4.454 2.148 -0.021 -0.654
C 3.104 2.376 0.007 -0.355
H 1.920 3.462 1.377 0.261
H 3.987 4.016 2.673 0.373
H 6.057 2.837 1.385 0.401
H 4.980 1.574 -0.765 0.455
H 2.318 2.058 -0.658 0.378
N -10.683 4.991 0.334 0.087
C -11.256 4.717 -0.876 -0.253
C -12.132 5.730 -1.165 -0.683
C -12.082 6.654 -0.087 -0.431
C -11.179 6.171 0.821 -0.501
H -10.003 4.412 0.793 0.324
H -10.991 3.829 -1.424 0.391
H -12.740 5.801 -2.052 0.397
H -12.644 7.568 0.009 0.401
H -10.846 6.565 1.767 0.286
N 3.951 -4.222 2.223 -0.013
C 3.554 -5.432 2.723 -0.544
C 3.813 -6.385 1.774 -0.568
C 4.391 -5.724 0.657 -0.242
C 4.465 -4.392 0.966 -0.589
H 3.876 -3.344 2.703 0.190
H 3.123 -5.510 3.706 0.407
H 3.609 -7.438 1.868 0.436
H 4.715 -6.175 -0.267 0.423
H 4.835 -3.552 0.403 0.481
N 7.382 -3.075 -1.437 0.090
C 6.389 -2.874 -2.357 -0.298
C 6.976 -2.516 -3.540 -0.677
C 8.381 -2.506 -3.326 -0.499
C 8.599 -2.858 -2.020 -0.615
H 7.239 -3.344 -0.480 0.181
H 5.353 -3.002 -2.092 0.457
H 6.459 -2.289 -4.457 0.409
H 9.143 -2.266 -4.051 0.585
H 9.511 -2.970 -1.458 0.385
N 11.094 -4.682 -4.301 0.096
C 12.181 -4.315 -3.557 -0.276
C 13.300 -4.817 -4.168 -0.623
C 12.868 -5.511 -5.331 -0.574
C 11.503 -5.408 -5.385 -0.541
H 10.139 -4.452 -4.083 0.214
H 12.066 -3.731 -2.661 0.348
H 14.314 -4.699 -3.823 0.433
H 13.490 -6.026 -6.046 0.521
H 10.791 -5.787 -6.098 0.405
N -9.363 8.296 3.723 0.017
C -10.278 9.310 3.820 -0.513
C -9.700 10.445 3.320 -0.379
C -8.386 10.103 2.900 -0.387
C -8.209 8.772 3.159 -0.507
H -9.514 7.351 4.020 0.215
H -11.256 9.136 4.236 0.370
H -10.167 11.413 3.260 0.402
H -7.657 10.761 2.457 0.397
H -7.364 8.124 2.993 0.389
N 14.424 -8.568 -4.214 0.014
C 14.765 -9.519 -5.135 -0.503
C 16.003 -10.003 -4.803 -0.392
C 16.423 -9.317 -3.632 -0.439
C 15.426 -8.441 -3.293 -0.438
H 13.569 -8.040 -4.215 0.232
H 14.101 -9.769 -5.945 0.362
H 16.547 -10.763 -5.339 0.390
H 17.350 -9.452 -3.100 0.391
H 15.344 -7.740 -2.480 0.378
```

Computed properties:
- HOMO energy (eV) = -8.07
- lowest unoccupied orbital energy (eV) = -0.0924
- gap between HOMO and LUMO (hartree) = 0.293

Record 4
This record from the Open Molecules 2025 dataset describes a cluster of 8 separate species, C16H48O16 in total in a non-equilibrium geometry. The level of theory is the ωB97M-V functional and the def2-TZVPD basis.

Structure (XYZ):
```
80
Properties=species:S:1:pos:R:3:mulliken_charge:R:1
O 3.812 3.759 -0.403 -0.568
C 3.073 3.083 0.617 0.348
C 4.007 2.201 1.488 -0.393
O 4.885 2.902 2.328 -0.537
H 4.254 3.113 -0.958 0.323
H 2.492 3.831 1.156 0.072
H 2.337 2.399 0.195 -0.119
H 4.625 1.523 0.900 0.491
H 3.411 1.467 2.031 0.114
H 5.700 3.140 1.879 0.296
O 3.034 -6.307 -0.489 -0.512
C 2.739 -5.778 0.799 -0.410
C 3.962 -5.180 1.487 -0.384
O 4.316 -3.847 1.032 -0.468
H 3.721 -6.974 -0.415 0.314
H 1.902 -5.083 0.719 0.356
H 2.396 -6.573 1.461 0.256
H 4.849 -5.814 1.476 0.347
H 3.676 -4.962 2.516 0.263
H 3.475 -3.384 1.047 0.235
O -3.301 4.054 -3.298 -0.556
C -2.401 3.020 -3.075 0.330
C -1.283 3.441 -2.008 -0.097
O -1.847 3.805 -0.723 -0.484
H -2.778 4.856 -3.228 0.340
H -3.037 2.222 -2.693 -0.264
H -1.949 2.678 -4.006 0.298
H -0.676 4.286 -2.334 0.389
H -0.609 2.595 -1.871 -0.199
H -2.360 4.615 -0.774 0.326
O -3.808 -0.388 -0.015 -0.411
C -4.561 0.591 -0.815 -0.048
C -6.113 0.433 -0.845 -0.619
O -6.594 -0.791 -1.510 -0.530
H -4.257 -0.542 0.819 0.258
H -4.476 1.600 -0.411 0.307
H -4.086 0.561 -1.796 0.052
H -6.602 1.294 -1.301 0.403
H -6.389 0.448 0.209 0.301
H -6.323 -1.529 -0.960 0.359
O 2.356 2.046 4.406 -0.388
C 1.850 2.882 5.413 -0.343
C 2.467 4.247 5.138 -0.433
O 1.689 4.874 4.155 -0.573
H 1.903 1.207 4.513 0.204
H 0.762 2.895 5.340 0.309
H 2.095 2.604 6.438 0.308
H 3.460 4.095 4.716 0.247
H 2.534 4.853 6.041 0.321
H 2.157 4.688 3.338 0.325
O 1.724 -2.107 -3.299 -0.547
C 2.229 -0.786 -3.278 0.054
C 1.463 0.128 -4.253 -0.264
O 1.665 -0.142 -5.644 -0.569
H 2.449 -2.590 -3.703 0.307
H 1.985 -0.498 -2.255 -0.190
H 3.310 -0.841 -3.151 0.507
H 1.795 1.167 -4.245 0.246
H 0.413 0.066 -3.968 0.179
H 0.948 -0.729 -5.892 0.318
O -0.009 0.705 -0.453 -0.342
C -0.398 -0.370 0.364 -0.339
C 0.560 -0.590 1.567 -0.324
O 1.794 -0.939 0.944 -0.427
H -0.787 0.754 -1.012 0.078
H -1.344 0.054 0.700 0.275
H -0.534 -1.286 -0.210 0.284
H 0.214 -1.448 2.143 0.376
H 0.663 0.228 2.280 0.090
H 1.952 -0.355 0.199 0.232
O -5.472 -2.962 0.127 -0.453
C -4.328 -3.844 0.127 -0.538
C -3.519 -3.811 -1.176 -0.542
O -2.830 -2.603 -1.356 -0.542
H -6.099 -3.272 0.784 0.243
H -3.621 -3.609 0.923 0.269
H -4.544 -4.894 0.323 0.453
H -4.071 -4.128 -2.061 0.299
H -2.788 -4.618 -1.220 0.388
H -3.306 -1.834 -1.034 0.321
```

Computed properties:
- HOMO energy (eV) = -9.80
- lowest unoccupied orbital energy (eV) = 0.1968
- gap between HOMO and LUMO (hartree) = 0.368